Entry 1:
This record from the OMol25 dataset describes a cluster of 2 separate species, C5H10N3O2 in total. The level of theory is wB97M-V/def2-TZVPD.

Results
Energy above the lowest of the compared OMol25 structures with the same formula, charge and spin (kcal per mole): 93.6
Multiplicity: 1
E_tot (Ha): -510.892765
Total charge: +1
E_HOMO (eV): -15.10

Positions of all 20 atoms, in Å:
O 0.281 -3.000 -0.081
O 1.700 -0.320 0.726
N -2.874 0.791 -0.382
N -0.626 0.850 0.004
N 0.498 1.428 -0.107
C -1.815 1.485 -0.538
C 2.856 1.423 -0.541
C -2.626 -0.404 0.441
C -1.026 -0.356 0.586
C 1.719 0.710 0.115
H -1.684 2.417 -0.886
H 2.538 1.891 -1.460
H -2.976 -1.312 -0.013
H -0.824 -0.521 1.628
H -0.289 -1.163 0.100
H 0.379 -3.960 -0.053
H 3.190 2.069 0.356
H 3.679 0.685 -0.828
H 1.095 -2.586 -0.357
H -3.196 -0.128 1.290

---

Entry 2:
This record from the OMol25 dataset describes a cluster of 2 separate species, C5H10N3O3 in total. The level of theory is wB97M-V/def2-TZVPD.

Results
Energy above the lowest of the compared OMol25 structures with the same formula, charge and spin (kcal per mole): 109.2
Multiplicity: 1
E_tot (Ha): -586.114843
Total charge: +1
E_HOMO (eV): -14.15

Positions of all 21 atoms, in Å:
O -0.344 -2.733 1.438
O 0.118 1.662 2.227
O -1.369 -1.544 -0.643
N -0.131 1.032 1.074
N -0.805 -0.421 -0.224
N -0.746 -0.114 1.041
C -0.236 0.506 -1.019
C 0.217 -3.726 1.812
C -0.192 0.366 -2.486
C 0.219 1.487 -0.145
C 0.948 2.751 -0.350
H 0.398 -4.582 1.151
H 1.801 2.803 0.325
H -1.076 0.814 -2.937
H 1.288 2.830 -1.377
H -0.181 -0.687 -2.754
H -0.250 1.138 2.963
H 0.685 0.859 -2.894
H -1.248 -2.214 0.088
H 0.304 3.602 -0.126
H 0.599 -3.828 2.836

---

Entry 3:
This record from the OMol25 dataset describes the ion C5H10N3OS with charge +1. The level of theory is wB97M-V/def2-TZVPD.

Results
Energy above the lowest of the compared OMol25 structures with the same formula, charge and spin (kcal per mole): 67.0
SMILES: C[N+](C)(C)c1nc(=O)[nH]s1
Multiplicity: 1
E_tot (Ha): -833.840381
Total charge: +1
E_HOMO (spin up / spin down) (eV): -13.17 / -13.17

Positions of all 20 atoms, in Å:
S -1.407 1.456 -0.979
O -1.617 -1.410 -3.434
N -0.297 -0.940 -1.488
N 0.461 0.114 0.749
N -1.814 0.584 -2.269
C 1.904 -0.075 0.183
C 0.198 1.257 1.630
C -0.229 0.304 -0.467
C -0.038 -1.159 1.336
C -1.245 -0.761 -2.489
H 0.130 -2.033 0.720
H 2.413 -0.773 0.863
H 2.419 0.843 0.201
H 1.678 -0.570 -0.731
H -2.406 1.029 -2.987
H 0.821 2.120 1.321
H -0.846 1.559 1.458
H 0.493 -1.309 2.244
H -1.073 -1.134 1.511
H 0.455 0.896 2.629

---

Entry 4:
This record from the OMol25 dataset describes the molecule C5H10N3P. The level of theory is wB97M-V/def2-TZVPD.

Results
Energy above the lowest of the compared OMol25 structures with the same formula, charge and spin (kcal per mole): 26.3
SMILES: Cc1nn(C)c(N)c1P
Multiplicity: 1
E_tot (Ha): -702.055762
Total charge: 0
E_HOMO (eV): -7.54

Positions of all 19 atoms, in Å:
P 2.555 -0.940 -0.497
N -1.310 -0.134 0.177
N -0.792 1.102 0.371
N -0.552 -2.363 -0.329
C -2.709 -0.323 0.426
C 1.405 2.292 0.298
C 1.021 -0.211 -0.050
C -0.395 -1.039 -0.145
C 0.530 1.054 0.164
H 0.764 3.069 0.697
H 3.486 0.132 0.160
H -2.886 -1.375 0.718
H -3.035 0.386 1.304
H -3.402 -0.136 -0.379
H 2.877 -0.319 -1.758
H 1.649 2.579 -0.744
H 0.069 -3.018 -0.749
H 2.277 1.865 0.889
H -1.551 -2.624 -0.552

---

Entry 5:
This record from the OMol25 dataset describes the ion C5H10N3S with charge +1. The level of theory is wB97M-V/def2-TZVPD.

Results
Energy above the lowest of the compared OMol25 structures with the same formula, charge and spin (kcal per mole): 111.1
SMILES: CN(C)C#S(/C)=N\C#[NH+]
Multiplicity: 1
E_tot (Ha): -758.544512
Total charge: +1
E_HOMO (eV): -13.19

Positions of all 19 atoms, in Å:
S -1.219 -1.191 0.279
N -1.697 2.421 0.259
N 1.117 0.193 0.135
N -2.258 0.116 0.469
C 2.185 1.051 -0.410
C 0.016 -0.001 -0.506
C -1.961 -1.915 -1.199
C 1.577 -0.579 1.211
C -2.103 1.333 0.517
H -3.088 -1.896 -0.970
H 0.874 -0.574 2.038
H -1.895 3.355 0.617
H 1.890 -1.648 0.920
H -1.790 -1.431 -2.213
H 2.950 0.562 -0.885
H -1.578 -3.050 -1.164
H 1.684 1.691 -1.128
H 2.759 1.572 0.418
H 2.537 -0.011 1.612

---

Entry 6:
This record from the OMol25 dataset describes a structure of composition C5H10N4. The level of theory is wB97M-V/def2-TZVPD.

Results
Energy above the lowest of the compared OMol25 structures with the same formula, charge and spin (kcal per mole): 82.7
Multiplicity: 1
E_tot (Ha): -415.425099
Total charge: 0
E_HOMO (eV): -7.12

Positions of all 19 atoms, in Å:
N 0.638 0.089 -0.439
N 0.203 -2.255 -0.447
N 0.641 1.553 1.582
N -0.595 2.093 -0.368
C -0.053 -0.985 -0.089
C -0.029 1.199 0.385
C 1.337 0.315 -1.689
C -2.226 -0.927 1.164
C -1.020 -0.493 0.823
H 0.640 0.397 -2.526
H -2.680 -1.827 0.746
H -2.830 -0.383 1.884
H 2.051 -0.491 -1.880
H 0.949 -2.487 -1.082
H 1.359 2.251 1.429
H 0.988 0.756 2.100
H -0.814 2.914 0.191
H 1.889 1.250 -1.610
H -0.449 -2.971 -0.173

---

Entry 7:
This record from the OMol25 dataset describes a structure of composition C5H10N4. The level of theory is wB97M-V/def2-TZVPD.

Results
Energy above the lowest of the compared OMol25 structures with the same formula, charge and spin (kcal per mole): 155.5
Multiplicity: 1
E_tot (Ha): -415.309009
Total charge: 0
E_HOMO (eV): -8.66

Positions of all 19 atoms, in Å:
N 0.887 -0.358 1.151
N 1.349 0.296 -1.209
N -0.786 0.223 -0.428
N 0.135 -2.259 2.531
C 0.588 -0.080 -0.168
C -0.889 1.011 -1.715
C -0.135 -1.336 1.683
C -1.146 1.356 0.445
C 0.538 0.647 -2.344
H 0.208 -0.427 -2.801
H -1.825 0.914 -2.171
H -2.050 2.160 0.125
H -0.104 2.000 0.546
H 1.811 -0.622 1.285
H -1.184 -0.576 1.285
H -0.807 2.014 -1.192
H -1.161 0.692 1.444
H 1.170 1.391 -3.174
H -0.898 -2.458 2.926

---

Entry 8:
This record from the OMol25 dataset describes a cluster of 2 separate species, C5H10N4 in total. The level of theory is wB97M-V/def2-TZVPD.

Results
Energy above the lowest of the compared OMol25 structures with the same formula, charge and spin (kcal per mole): 101.7
SMILES: [H]/N=C(/N)C(=C)N.CC#N
Multiplicity: 1
E_tot (Ha): -415.394724
Total charge: 0
E_HOMO (spin up / spin down) (eV): -7.76 / -7.76

Positions of all 19 atoms, in Å:
N -1.140 -0.696 -1.567
N 1.701 -0.772 -1.079
N -1.594 -1.325 0.552
N 1.386 1.323 0.519
C -0.714 -0.809 -0.368
C 0.330 1.698 0.154
C -0.843 2.547 0.135
C 0.896 -0.733 0.065
C 1.236 -1.338 1.241
H -1.249 -1.650 1.438
H 2.030 0.103 -1.465
H -2.419 -1.778 0.190
H 1.627 -1.609 -1.636
H -1.712 1.903 0.267
H -0.484 -0.216 -2.177
H 0.680 -2.145 1.687
H -0.882 3.078 -0.817
H -0.774 3.283 0.940
H 1.926 -0.864 1.921

---

Entry 9:
This record from the OMol25 dataset describes the ion C5H10N4 with charge +2. The level of theory is wB97M-V/def2-TZVPD.

Results
Energy above the lowest of the compared OMol25 structures with the same formula, charge and spin (kcal per mole): 27.9
SMILES: CNC(=[NH2+])[n+]1ccc[nH]1
Multiplicity: 1
E_tot (Ha): -414.842215
Total charge: +2
E_HOMO (eV): -19.41

Positions of all 19 atoms, in Å:
N 1.455 -1.135 0.006
N 0.800 0.091 -0.052
N -1.436 -0.739 0.307
N -1.146 1.464 -0.394
C 2.753 -0.937 0.076
C 3.023 0.444 0.135
C -0.573 0.184 -0.049
C -2.886 -0.518 0.111
C 1.819 1.076 -0.051
H -3.314 -1.543 -0.068
H 3.377 -1.771 0.234
H -1.128 -1.562 0.858
H -3.286 -0.046 -0.831
H -0.502 2.239 -0.530
H 4.062 1.032 0.101
H -3.190 0.116 0.916
H 0.865 -2.012 -0.201
H 1.533 2.058 -0.162
H -2.226 1.558 -0.406

---

Entry 10:
This record from the OMol25 dataset describes the ion C5H10N5 with charge +1. The level of theory is wB97M-V/def2-TZVPD.

Results
Energy above the lowest of the compared OMol25 structures with the same formula, charge and spin (kcal per mole): 31.9
Multiplicity: 3
E_tot (Ha): -469.853613
Total charge: +1
E_HOMO (spin up / spin down) (eV): -10.00 / -13.89

Positions of all 20 atoms, in Å:
N 0.319 -0.793 1.458
N -1.303 0.891 0.905
N -0.452 -0.143 -1.126
N -0.959 0.159 3.132
N -0.011 -1.410 -0.759
C 0.585 -1.565 0.391
C -0.713 0.117 1.882
C -1.051 0.773 -0.426
C 1.204 -2.996 0.573
C -1.063 2.084 -1.182
H -1.869 1.808 1.055
H -0.515 2.877 -0.687
H 0.793 -3.609 1.356
H -2.115 2.483 -1.325
H -0.554 1.755 -2.066
H 2.219 -2.967 0.894
H 0.694 -1.146 2.332
H 1.003 -3.616 -0.362
H -0.278 0.090 -2.077
H -0.178 -0.334 3.748